# 1
A single CH3PS molecule in a non-equilibrium geometry. Source: the OMol25 dataset; level of theory: the ωB97M-V functional and the def2-TZVPD basis.

Output
- HOMO energy: -8.79 eV
- Energy above the lowest of the compared OMol25 structures with the same formula, charge and spin: 117.56 kJ/mol
- LUMO energy: -0.0244 Eh
- SMILES: PC=S
- Strongest force on any atom: 3.0 eV/A
- E_tot: -21207.7250 eV

```
! wB97M-V def2-TZVPD RIJCOSX def2/J DEFGRID3
* xyz 0 1
P -0.659 0.816 -0.208
C 0.397 -0.660 -0.262
S 1.977 -0.572 -0.625
H -0.050 1.639 0.778
H -1.557 0.532 0.741
H -0.108 -1.754 -0.425
*
```

# 2
A molecular structure, C18H19ClN2O5S2 in a non-equilibrium geometry. Source: the OMol25 dataset; level of theory: the ωB97M-V functional and the def2-TZVPD basis.

Output
- HOMO energy: -8.63 eV
- Energy above the lowest of the compared OMol25 structures with the same formula, charge and spin: 1634.87 kJ/mol
- LUMO energy: -0.0286 Eh
- Strongest force on any atom: 20.0 eV/A
- E_tot: -66367.7757 eV

```
! wB97M-V def2-TZVPD RIJCOSX def2/J DEFGRID3
* xyz 0 1
O -5.414 -0.685 0.380
C -4.488 -0.176 -0.424
N -3.760 1.016 -0.122
H -3.154 1.210 -0.772
C -3.668 1.108 1.145
C -2.511 0.507 1.829
C -2.430 -0.821 2.367
C -1.026 -1.052 2.342
C -0.171 -0.049 2.132
S -0.858 1.305 1.659
H 0.890 0.112 2.356
H -0.823 -1.950 2.717
H -3.164 -1.528 2.212
H -4.542 1.033 1.902
H -3.608 2.353 1.246
C -4.327 -0.783 -1.669
H -4.088 -0.133 -2.497
H -5.030 -1.543 -2.029
O -2.931 -1.360 -1.657
C -1.930 -0.720 -1.471
O -1.874 0.393 -2.007
C -0.869 -1.445 -0.912
C 0.439 -0.741 -0.801
C 1.441 -1.441 -0.079
C 1.386 -2.648 -0.104
C 0.289 -3.495 -0.098
C -0.852 -3.060 -0.683
H -1.755 -3.236 -0.873
H 0.054 -4.585 0.330
Cl 2.748 -3.592 0.988
S 3.047 -0.505 0.087
O 3.071 -0.556 1.442
O 4.134 -1.218 -0.550
N 2.705 0.759 -0.529
C 2.578 1.941 0.426
H 1.609 2.534 0.507
C 3.558 3.119 -0.290
H 4.070 3.635 0.948
H 2.926 3.898 -0.644
C 4.343 2.503 -0.988
H 4.948 2.944 -1.696
H 5.139 1.975 -0.301
C 3.436 1.254 -1.614
H 2.823 1.566 -2.387
H 3.955 0.490 -2.110
H 3.071 1.603 1.401
H 0.612 0.070 -1.106
*
```

# 3
A molecular structure, C20H44MnNO2P2 in a non-equilibrium geometry. Source: the OMol25 dataset; level of theory: the ωB97M-V functional and the def2-TZVPD basis.

Output
- HOMO energy (alpha / beta): -15.01 / -15.11 eV
- LUMO energy (alpha / beta): -0.2611 / -0.3106 Eh
- Expectation value of S²: 6.09
- Strongest force on any atom: 11.6 eV/A
- E_tot: -76920.3052 eV

```
! wB97M-V def2-TZVPD RIJCOSX def2/J DEFGRID3
* xyz 2 5
Mn -0.193 0.222 -0.252
P 1.771 0.955 -0.916
P -2.050 -0.897 -0.085
N -0.704 0.241 -2.653
C 1.473 1.437 -2.696
H 1.889 2.440 -2.862
H 2.071 0.761 -3.327
C 0.017 1.437 -3.175
H -0.507 2.355 -2.874
H 0.013 1.396 -4.279
C -2.189 0.358 -2.697
H -2.527 0.160 -3.727
H -2.489 1.384 -2.437
C -2.836 -0.673 -1.764
H -2.853 -1.659 -2.254
H -3.889 -0.396 -1.621
C -3.277 -0.174 1.124
C -2.719 -0.042 2.543
H -3.408 0.582 3.129
H -1.735 0.438 2.577
H -2.647 -1.010 3.054
C -1.909 -2.707 0.277
C -1.528 -2.979 1.737
H -1.168 -4.013 1.825
H -2.388 -2.890 2.411
H -0.725 -2.325 2.102
C 3.181 -0.242 -0.840
C 3.666 -0.465 0.595
H 4.239 -1.401 0.635
H 2.849 -0.547 1.327
H 4.342 0.332 0.927
C 2.341 2.522 -0.074
C 2.471 2.383 1.444
H 2.327 3.374 1.898
H 3.465 2.027 1.743
H 1.732 1.710 1.900
C -0.779 1.775 0.393
O -1.065 2.707 1.057
C -3.121 -3.526 -0.172
H -4.031 -3.256 0.375
H -3.318 -3.424 -1.245
H -2.919 -4.586 0.026
C 4.329 0.081 -1.799
H 5.082 -0.713 -1.723
H 4.002 0.124 -2.843
H 4.823 1.027 -1.550
C 3.608 3.147 -0.662
H 3.679 4.181 -0.297
H 4.515 2.627 -0.324
H 3.606 3.192 -1.757
C -4.643 -0.862 1.141
H -4.617 -1.815 1.686
H -5.345 -0.208 1.676
H -5.058 -1.029 0.141
H -3.407 0.846 0.723
H 1.492 3.198 -0.274
H -1.053 -2.998 -0.353
H 2.704 -1.175 -1.184
H -0.511 -0.469 -3.350
H 0.158 -0.042 1.243
C 1.057 0.254 5.303
C 1.277 -0.567 4.062
C 1.694 -1.991 4.287
O 1.104 -0.075 2.937
H 1.355 -0.320 6.189
H -0.010 0.517 5.369
H 1.642 1.180 5.231
H 0.979 -2.457 4.981
H 1.734 -2.549 3.341
H 2.682 -1.999 4.773
*
```

# 4
A molecular structure, C30H42N4OS4SiZr. Source: the OMol25 dataset; level of theory: the ωB97M-V functional and the def2-TZVPD basis.

Output
- HOMO energy: -13.12 eV
- Energy above the lowest of the compared OMol25 structures with the same formula, charge and spin: 46.13 kJ/mol
- LUMO energy: -0.2196 Eh
- Strongest force on any atom: 0.9 eV/A
- E_tot: -92288.2372 eV

```
! wB97M-V def2-TZVPD RIJCOSX def2/J DEFGRID3
* xyz 2 1
Zr -0.664 0.369 0.419
C 2.322 -1.028 2.077
C 1.841 -2.431 1.731
S 0.356 -2.446 0.691
C -0.680 -3.662 1.534
C -1.102 -3.303 2.954
S -1.800 -1.642 2.994
C -0.962 -0.934 4.419
C 0.545 -0.762 4.257
S 1.053 0.082 2.727
H 3.127 -1.079 2.809
H 2.715 -0.513 1.201
H 2.633 -2.958 1.199
H 1.620 -3.003 2.630
H -1.554 -3.755 0.888
H -0.153 -4.616 1.507
H -1.857 -4.006 3.303
H -0.262 -3.352 3.644
H -1.449 0.027 4.589
H -1.172 -1.555 5.289
H 0.927 -0.147 5.071
H 1.066 -1.717 4.296
C -2.645 2.076 0.617
C -3.453 1.928 -0.503
C -4.054 0.643 -0.478
C -3.605 -0.021 0.644
C -2.715 0.851 1.373
H -2.238 3.008 0.971
H -3.626 2.689 -1.254
H -4.750 0.257 -1.212
H -3.920 -0.999 0.976
H -2.667 0.833 2.453
C -0.186 4.939 0.962
Si 0.478 3.363 1.706
C 2.179 3.585 2.393
C -0.651 2.855 3.123
N 0.491 2.044 0.463
C 1.564 2.122 -0.484
C 2.185 3.325 -0.842
C 3.329 3.365 -1.620
C 3.906 2.186 -2.070
C 3.267 0.987 -1.805
C 2.092 0.979 -1.077
O 1.362 -0.239 -0.936
C 1.468 -1.016 -2.135
C 1.218 -0.442 -3.368
C 1.347 -1.213 -4.512
C 1.748 -2.543 -4.423
C 2.050 -3.081 -3.183
C 1.922 -2.311 -2.031
H -1.013 5.331 1.562
H -0.552 4.799 -0.059
H 0.588 5.713 0.935
H 2.183 4.489 3.013
H 2.948 3.707 1.629
H 2.456 2.743 3.029
H -0.114 3.011 4.064
H -0.971 1.814 3.108
H -1.555 3.469 3.156
H 1.768 4.256 -0.477
H 3.778 4.321 -1.858
H 4.823 2.197 -2.644
H 3.662 0.060 -2.200
H 0.991 0.611 -3.446
H 1.163 -0.761 -5.480
H 1.860 -3.140 -5.319
H 2.410 -4.099 -3.102
H 2.191 -2.729 -1.071
C -1.583 -4.106 -2.676
C -2.616 -3.171 -2.032
C -2.227 -1.737 -2.173
N -1.577 -1.053 -1.305
N -1.309 0.236 -1.695
C -1.818 0.551 -2.856
N -1.698 1.757 -3.417
S -2.610 -0.793 -3.581
H -1.864 -5.144 -2.506
H -0.591 -3.932 -2.255
H -1.526 -3.946 -3.755
H -2.716 -3.378 -0.968
H -3.599 -3.321 -2.482
H -1.324 2.513 -2.864
H -2.201 1.996 -4.255
*
```

# 5
A molecular structure, C4H11INO2 in a non-equilibrium geometry. Source: the OMol25 dataset; level of theory: the ωB97M-V functional and the def2-TZVPD basis.

Output
- HOMO energy: -13.15 eV
- Energy above the lowest of the compared OMol25 structures with the same formula, charge and spin: 195.19 kJ/mol
- LUMO energy: -0.1236 Eh
- Strongest force on any atom: 4.5 eV/A
- E_tot: -18002.5380 eV

```
! wB97M-V def2-TZVPD RIJCOSX def2/J DEFGRID3
* xyz 1 1
C 1.450 -0.745 -1.561
C -1.252 0.914 -1.609
C -0.880 0.123 1.563
C 0.390 0.599 0.045
N -0.036 -0.842 2.372
O 0.780 -0.677 -0.276
O -0.361 1.428 -0.680
I 2.043 1.910 0.718
H 0.854 -1.271 -2.343
H 2.420 -1.322 -1.500
H 1.606 0.238 -1.934
H -1.826 1.752 -2.223
H -2.053 0.322 -1.189
H -0.752 0.287 -2.411
H -1.711 -0.465 1.186
H -1.061 1.044 2.143
H -0.634 -1.457 2.863
H 0.543 -0.406 3.114
H 0.477 -1.433 1.723
*
```

# 6
2 unconnected molecules or ions with the total composition CHCl2NO in a non-equilibrium geometry. Source: the OMol25 dataset; level of theory: the ωB97M-V functional and the def2-TZVPD basis.

Output
- HOMO energy (alpha / beta): -11.42 / -11.42 eV
- Energy above the lowest of the compared OMol25 structures with the same formula, charge and spin: 217.68 kJ/mol
- LUMO energy (alpha / beta): -0.0526 / -0.0536 Eh
- Strongest force on any atom: 1.5 eV/A
- E_tot: -29631.0630 eV

```
! wB97M-V def2-TZVPD RIJCOSX def2/J DEFGRID3
* xyz 0 1
C 2.821 0.061 -1.067
N 0.544 0.023 1.427
O 2.022 0.322 -1.895
Cl 3.734 1.222 -0.025
Cl 3.557 -1.517 -1.017
H -0.532 0.099 1.434
*
```

# 7
2 unconnected molecules or ions with the total composition C4H8O. Source: the OMol25 dataset; level of theory: the ωB97M-V functional and the def2-TZVPD basis.

Output
- HOMO energy: -8.57 eV
- Energy above the lowest of the compared OMol25 structures with the same formula, charge and spin: 395.37 kJ/mol
- LUMO energy: 0.0409 Eh
- SMILES: COC1=CC1.[H][H]
- Strongest force on any atom: 0.4 eV/A
- E_tot: -6321.0702 eV

```
! wB97M-V def2-TZVPD RIJCOSX def2/J DEFGRID3
* xyz 0 1
C 1.824 0.236 0.607
O 1.003 -0.903 0.363
C -0.303 -0.654 0.325
C -1.506 -1.086 0.149
C -1.342 0.396 0.473
H 1.419 0.844 1.422
H 1.915 0.850 -0.296
H 2.805 -0.150 0.888
H -2.224 -1.855 -0.078
H -1.483 1.145 -0.315
H -1.616 0.768 1.468
H 0.041 0.106 -2.291
H -0.534 0.304 -2.716
*
```

# 8
A single C5H11N molecule in a non-equilibrium geometry. Source: the OMol25 dataset; level of theory: the ωB97M-V functional and the def2-TZVPD basis.

Output
- HOMO energy: -9.61 eV
- Energy above the lowest of the compared OMol25 structures with the same formula, charge and spin: 216.44 kJ/mol
- LUMO energy: 0.0424 Eh
- SMILES: C[C@@H]1C[C@H]1CN
- Strongest force on any atom: 6.1 eV/A
- E_tot: -6851.2853 eV

```
! wB97M-V def2-TZVPD RIJCOSX def2/J DEFGRID3
* xyz 0 1
C 1.726 2.098 -0.081
C 0.874 0.877 0.314
C 1.022 -0.512 -0.158
C -0.286 0.155 -0.217
C -1.547 -0.581 0.350
N -1.813 -1.975 -0.086
H 1.073 2.856 -0.486
H 2.275 2.510 0.755
H 2.181 1.689 -1.050
H 0.862 0.809 1.465
H 1.084 -1.247 0.614
H 1.702 -0.604 -1.070
H -0.485 0.586 -1.258
H -2.468 -0.074 0.073
H -1.381 -0.499 1.450
H -0.902 -2.456 -0.015
H -1.979 -1.970 -1.130
*
```

The highest E_tot belongs to which entry?
C4H8O

The highest E_tot belongs to which entry?
C4H8O